Entry 1:
222
Properties=species:S:1:pos:R:3 method="wB97M-V/def2-TZVPD" total_energy_ev=-188948.4736 lumo_ev=-0.6 homo_ev=-9.805 gap_ha=0.3380
C 4.06405 -5.79871 -1.95842
C 3.93837 -4.44604 -2.59772
N 3.81726 -3.35827 -2.88880
H 4.13065 -6.62395 -2.66184
H 3.24560 -5.89137 -1.27055
H 4.97747 -5.74147 -1.34119
C -2.60899 7.04734 -0.62395
C -3.48383 5.86292 -0.56396
N -4.20132 4.93606 -0.59750
H -2.28615 7.27837 -1.67408
H -1.73170 6.82885 -0.01284
H -3.05465 7.96222 -0.17605
C -4.97546 1.91187 0.89390
C -3.58088 1.89900 1.26546
N -2.48685 1.80311 1.52332
H -5.37233 2.85318 1.28127
H -5.40808 1.07740 1.54603
H -5.14052 1.92765 -0.18859
C 1.22332 -2.72538 0.89826
C 2.47596 -3.47535 0.75715
N 3.44234 -4.04144 0.55951
H 0.80230 -3.01581 1.88274
H 0.58805 -2.92589 -0.00841
H 1.46458 -1.63466 0.90538
C 2.94312 4.41471 -0.68633
C 1.50706 4.27688 -1.19562
N 0.39103 4.23199 -1.44734
H 3.36475 5.39013 -0.96048
H 3.62423 3.64745 -1.10098
H 2.98151 4.06069 0.36113
C -2.53933 1.83012 -2.30136
C -3.03508 2.85969 -3.24997
N -3.53244 3.76622 -3.75681
H -1.85383 1.16823 -2.83283
H -3.47319 1.23263 -2.00431
H -2.15995 2.41618 -1.47398
C -1.09460 -3.71148 -4.90858
C -1.88645 -4.58627 -5.60970
C -2.64466 -4.11359 -6.65465
C -2.44390 -2.79449 -7.11213
C -1.58003 -1.92224 -6.49071
C -0.90947 -2.36683 -5.37311
N -3.08629 -2.45938 -8.29775
O -4.11065 -3.06585 -8.56857
O -2.59722 -1.55426 -8.95145
H -0.38422 -4.14929 -4.21116
H -1.95807 -5.60417 -5.26430
H -3.12984 -4.81771 -7.26775
H -1.31282 -0.95558 -6.89785
H -0.08284 -1.80018 -4.95304
C -5.50145 0.58800 -5.24026
C -6.67787 0.16244 -4.65998
C -6.80571 -1.08980 -4.03068
C -5.66188 -1.92297 -4.05873
C -4.52135 -1.57223 -4.65913
C -4.45902 -0.33115 -5.25208
N -5.76831 -3.23764 -3.46592
O -6.87047 -3.65732 -3.23674
O -4.71580 -3.86631 -3.25530
H -5.43595 1.48064 -5.78962
H -7.61161 0.74413 -4.52738
H -7.70907 -1.41425 -3.48646
H -3.71452 -2.31846 -4.78589
H -3.51437 -0.01260 -5.73346
C -1.73637 -6.31042 0.80878
C -2.09917 -5.75202 -0.45944
C -2.59376 -4.46733 -0.56930
C -2.74136 -3.76784 0.65135
C -2.37755 -4.23657 1.88552
C -1.87146 -5.51937 1.95621
N -3.49819 -2.45508 0.64053
O -3.72199 -1.96161 -0.41013
O -3.87086 -1.95820 1.69816
H -1.28610 -7.28776 0.84865
H -2.03341 -6.36232 -1.33061
H -2.78771 -3.94675 -1.46481
H -2.55656 -3.72289 2.81787
H -1.53851 -5.77117 2.96782
C -2.83517 2.36981 -7.88846
C -2.07370 2.24512 -6.69275
C -0.79534 1.69645 -6.72283
C -0.32192 1.25960 -7.96538
C -0.98928 1.40651 -9.08596
C -2.25541 2.04565 -9.15404
N 0.96882 0.53357 -8.05541
O 1.20930 -0.13042 -7.07361
O 1.64590 0.71786 -9.01344
H -3.91833 2.72184 -7.84878
H -2.54982 2.71797 -5.85431
H -0.20284 1.71964 -5.84228
H -0.55630 1.01867 -9.98115
H -2.83963 2.17165 -10.05375
C 6.22718 -1.01092 -2.15266
C 5.32743 -1.17773 -0.99844
O 5.11030 0.08917 -0.43967
P 3.85008 0.54097 0.31749
O 4.01181 1.91607 0.82582
O 2.59146 0.30048 -0.54071
C 2.53630 0.75678 -1.93960
C 1.81415 -0.34035 -2.66413
O 3.61203 -0.62033 1.43208
C 4.57490 -0.50347 2.56740
C 4.14682 -1.26818 3.73206
H 6.57204 -1.98549 -2.61547
H 5.86618 -0.36763 -2.91550
H 7.13650 -0.55021 -1.75804
H 4.32390 -1.61636 -1.13796
H 5.88585 -1.78645 -0.28187
H 1.93670 1.68373 -1.98367
H 3.53841 0.89179 -2.37821
H 1.89167 -0.17735 -3.68571
H 2.29083 -1.22861 -2.36649
H 0.77474 -0.47932 -2.32436
H 5.62384 -0.85914 2.24630
H 4.70160 0.53171 2.76993
H 4.62023 -0.87885 4.62556
H 3.07979 -1.23628 3.92698
H 4.46773 -2.27790 3.69140
C 4.02869 2.82712 -8.89922
C 3.69983 2.12339 -7.58494
O 4.43691 2.84062 -6.54827
P 3.94894 2.47978 -5.08574
O 3.89275 1.03906 -4.81755
O 5.00568 3.39324 -4.34724
C 6.16841 2.81353 -3.70923
C 7.16699 3.97204 -3.72915
O 2.57765 3.18243 -4.77475
C 2.30219 4.59127 -5.08764
C 1.02605 4.75449 -5.83653
H 3.77163 3.89728 -8.86521
H 5.10451 2.84859 -9.00758
H 3.44031 2.52971 -9.71446
H 2.64347 2.12351 -7.47834
H 4.15229 1.12274 -7.59781
H 5.86531 2.55281 -2.70286
H 6.64274 2.01720 -4.32132
H 8.12913 3.76721 -3.27444
H 7.41637 3.97986 -4.78759
H 6.79689 4.87414 -3.27990
H 2.27459 5.08586 -4.12231
H 3.13607 4.96831 -5.56112
H 0.98794 4.13882 -6.77347
H 0.13432 4.59617 -5.14167
H 0.98135 5.79561 -6.11226
C -2.29739 -4.34536 5.47423
C -1.18657 -3.38159 5.10692
O -0.04613 -3.95523 4.45876
P 0.89327 -4.84877 5.46080
O 0.17532 -5.97110 6.09911
O 1.55321 -4.03138 6.60957
C 2.49685 -2.92470 6.38750
C 3.30463 -2.60038 7.65341
O 2.16266 -5.04089 4.49775
C 2.20626 -6.19628 3.57852
C 3.61468 -6.70052 3.33026
H -1.93744 -5.08027 6.18681
H -3.21091 -3.85493 5.86131
H -2.54006 -4.96347 4.62809
H -1.40977 -2.62203 4.37212
H -0.87682 -2.83772 6.00138
H 3.21980 -3.27347 5.61474
H 1.94162 -2.08653 6.10207
H 4.11056 -1.91709 7.39164
H 2.68176 -2.22425 8.47212
H 3.78682 -3.53823 7.92307
H 1.61700 -7.02379 3.99113
H 1.68537 -5.91365 2.68427
H 3.61214 -7.46118 2.53710
H 4.25790 -5.96881 2.89291
H 4.04444 -7.10611 4.23586
C -3.95867 -0.84719 5.33129
C -4.11762 0.27937 4.26129
O -3.97162 1.52739 5.06255
P -4.82500 2.79562 4.63650
O -6.06556 2.57015 3.95799
O -4.88134 3.51657 6.06633
C -5.27154 2.94339 7.36143
C -4.12676 3.26624 8.33903
O -3.84888 3.74851 3.78785
C -2.57643 4.15056 4.30804
C -2.16839 5.36299 3.50995
H -4.50354 -0.55459 6.18663
H -4.54318 -1.75022 5.11557
H -2.86670 -1.07742 5.58164
H -3.37401 0.31929 3.49946
H -5.14821 0.18690 3.96158
H -6.18329 3.39963 7.65909
H -5.45719 1.87559 7.21719
H -3.25576 2.55097 8.39012
H -3.70067 4.22641 8.14891
H -4.69519 3.39322 9.31534
H -2.70066 4.40469 5.40607
H -1.88872 3.25439 4.38623
H -1.99335 5.22841 2.35627
H -3.14271 5.89940 3.57166
H -1.39720 6.00211 4.06006
C 3.57546 2.30726 7.50676
C 3.37674 1.27546 6.41551
O 2.03785 0.63230 6.49826
P 0.72243 1.00164 5.68766
O 0.49005 2.40821 5.41406
O 0.97991 0.18633 4.39795
C 0.07699 0.33490 3.21181
C 0.67153 1.48430 2.38255
O -0.51608 0.32554 6.36214
C -1.38809 1.08948 7.29886
C -0.91821 1.00578 8.74709
H 3.33036 1.78710 8.47193
H 4.56857 2.61303 7.61883
H 2.87878 3.19922 7.35172
H 3.50049 1.56688 5.38162
H 4.00758 0.47090 6.68742
H 0.03940 -0.60899 2.75385
H -0.90464 0.54211 3.64857
H 0.19888 1.60101 1.41546
H 0.52683 2.43482 2.90645
H 1.73936 1.31193 2.18605
H -1.38722 2.13389 7.00855
H -2.38995 0.69530 7.18249
H -1.33048 1.82570 9.30656
H -1.07294 0.00335 9.20561
H 0.10390 1.27676 8.76441

=====

Entry 2:
267
Properties=species:S:1:pos:R:3 method="wB97M-V/def2-TZVPD" total_energy_ev=-132018.1161 lumo_ev="-2.3 / -7.4" homo_ev="-9.949 / -9.949" multiplicity=2 total_charge=+1 s2=0.7543 gap_ha="0.2793 / 0.0954" e_above_lowest_kj_mol=217.90
C -1.38075 3.63140 -2.91866
O -2.11169 3.65789 -4.17258
C -1.91119 2.45762 -4.93003
C -2.69383 2.58538 -6.25122
N -4.07652 2.83659 -6.01029
C -4.69412 3.25159 -7.27020
C -4.73105 2.17852 -8.35478
O -5.86251 2.52546 -9.02213
C -5.93286 1.88990 -10.28603
H -0.32152 3.66824 -3.17316
H -1.55573 2.80827 -2.22588
H -1.56494 4.54621 -2.35538
H -2.38283 1.63179 -4.39743
H -0.86426 2.21841 -5.11662
H -2.42771 1.71052 -6.84444
H -2.27395 3.38177 -6.86568
H -3.97298 3.59715 -5.35384
H -4.22648 4.19403 -7.55517
H -5.72072 3.52239 -7.02353
H -4.91116 1.22218 -7.86379
H -3.83617 2.14671 -8.97630
H -5.29926 2.44941 -10.97422
H -6.91435 2.10305 -10.70952
H -5.80998 0.81327 -10.40380
C -5.17046 -4.24058 -7.85334
O -3.82742 -4.80497 -8.01140
C -3.52136 -5.80196 -7.02566
C -3.11739 -5.24731 -5.65022
N -2.01461 -4.28072 -5.65193
C -0.77645 -4.99146 -5.63797
C 0.38265 -3.91464 -5.74930
O 0.25734 -3.17446 -7.04076
C 1.33925 -2.21337 -7.23823
H -5.94330 -4.96662 -8.10572
H -5.19613 -3.49777 -8.65063
H -5.37019 -3.66492 -6.94956
H -2.78830 -6.46155 -7.49005
H -4.38555 -6.43827 -6.83490
H -3.07770 -6.06691 -4.93274
H -3.95992 -4.66634 -5.27510
H -2.10451 -3.55783 -6.35153
H -0.76923 -5.58875 -6.54972
H -0.55586 -5.54904 -4.72772
H 1.34804 -4.41869 -5.70398
H 0.48832 -3.27230 -4.87503
H 2.27776 -2.76364 -7.17123
H 1.43980 -1.38255 -6.53985
H 1.36617 -1.72966 -8.21466
C -1.19273 0.73995 8.40051
O -0.69583 -0.57537 8.21129
C 0.54211 -0.58760 7.46925
C 0.86867 -2.01662 7.03964
N -0.06373 -2.43973 6.02321
C 0.27617 -3.88070 5.72346
C -0.86267 -4.35807 4.79508
O -2.05865 -4.78636 5.47484
C -1.89694 -5.72369 6.53898
H -2.04814 0.71775 9.07569
H -1.55783 1.29031 7.53338
H -0.52478 1.39871 8.95548
H 1.35665 -0.30504 8.13617
H 0.37426 0.03816 6.59269
H 0.93358 -2.71322 7.87548
H 1.84716 -2.05276 6.56073
H -0.98072 -2.42827 6.44640
H 0.43437 -4.43802 6.64676
H 1.16480 -3.98124 5.10030
H -0.63142 -5.14303 4.07504
H -1.16525 -3.52626 4.15897
H -1.47359 -5.26437 7.43224
H -1.23682 -6.52631 6.21013
H -2.90523 -6.11183 6.68318
C -2.49703 0.01482 3.26496
O -1.29847 0.41088 2.58869
C -0.03192 -0.19042 2.99053
C 1.09886 0.20861 2.00801
N 1.04880 -0.49920 0.69147
C -0.17356 -0.15273 0.02525
C -0.00068 -0.69039 -1.41300
O 0.46372 0.33697 -2.26153
C 0.53050 -0.14050 -3.63693
H -2.41405 0.00587 4.35176
H -2.63141 -1.01969 2.94899
H -3.40656 0.57654 3.05205
H -0.18350 -1.26380 3.10444
H 0.17395 0.18253 3.99383
H 1.99763 -0.12985 2.52354
H 1.11037 1.28559 1.84046
H 1.71862 -0.19145 0.00101
H -0.26237 0.93096 -0.05099
H -1.10787 -0.51574 0.45347
H -1.00204 -1.01172 -1.69956
H 0.61994 -1.56561 -1.60513
H 0.79702 0.75880 -4.19220
H -0.43837 -0.51571 -3.96647
H 1.34210 -0.84375 -3.82360
C 6.45489 -8.53327 -5.32316
O 5.73145 -7.36321 -5.82204
C 6.60276 -6.43772 -6.44449
C 5.87682 -5.32270 -7.13770
N 5.09425 -4.43591 -6.23570
C 5.95794 -3.44731 -5.56820
C 5.22368 -2.49380 -4.62303
O 4.87011 -3.26114 -3.52312
C 4.25419 -2.62986 -2.42096
H 7.13573 -8.94368 -6.06890
H 5.61856 -9.20410 -5.12661
H 7.04435 -8.40623 -4.41514
H 7.22527 -6.85684 -7.23501
H 7.27427 -5.94312 -5.74268
H 5.24735 -5.81764 -7.87723
H 6.51561 -4.74935 -7.80950
H 4.60929 -4.98055 -5.53692
H 6.54989 -2.84005 -6.25298
H 6.75013 -3.91776 -4.98578
H 4.41794 -1.98726 -5.15436
H 5.91409 -1.69416 -4.35469
H 4.29791 -3.21230 -1.50066
H 3.19853 -2.41355 -2.58494
H 4.71726 -1.65327 -2.27969
C 0.72235 -7.54627 -2.19220
O 0.11063 -6.36159 -1.72186
C 1.00879 -5.35074 -1.25139
C 0.25647 -4.11124 -0.76681
N -0.87472 -4.42583 0.11935
C -1.68379 -3.28798 0.38663
C -2.89290 -3.75640 1.18955
O -3.60643 -4.65798 0.35549
C -4.72294 -5.24874 0.97159
H 1.50500 -7.29912 -2.90946
H -0.09649 -8.10537 -2.64498
H 1.14074 -8.16815 -1.40080
H 1.79303 -5.17848 -1.98854
H 1.61769 -5.74347 -0.43708
H -0.14360 -3.65300 -1.67127
H 1.00709 -3.48694 -0.28211
H -1.42579 -5.10117 -0.39089
H -2.01843 -2.66174 -0.44038
H -1.17800 -2.60799 1.07211
H -3.47618 -2.83997 1.27926
H -2.63806 -4.18150 2.16035
H -4.28724 -5.76950 1.82427
H -5.28825 -5.88282 0.28860
H -5.41374 -4.45757 1.26302
C 10.20911 2.70020 0.97867
O 9.08364 2.01122 1.22494
C 7.96869 2.84870 0.81797
C 6.65969 2.28486 1.42194
N 6.39936 0.92796 0.89907
C 5.14394 0.40893 1.43479
C 5.07333 -1.14423 1.42149
O 6.17952 -1.67276 2.08089
C 6.23027 -3.05985 2.01112
H 11.01442 2.08916 1.38634
H 10.14151 3.73898 1.30191
H 10.26362 2.65482 -0.10902
H 7.89027 2.94360 -0.26506
H 7.91358 3.87930 1.16859
H 5.82433 2.92687 1.14249
H 6.68875 2.32074 2.51096
H 7.06939 0.29727 1.31548
H 4.29945 0.91584 0.96790
H 5.11779 0.68452 2.48905
H 5.06420 -1.48836 0.38728
H 4.17453 -1.50265 1.92327
H 5.31144 -3.41631 2.47671
H 7.16257 -3.36801 2.48437
H 6.29761 -3.32889 0.95699
C -6.55571 -0.88240 1.90697
O -5.93209 -0.96987 3.16844
C -6.37368 0.07072 4.00719
C -5.57131 0.03066 5.31498
N -5.89855 1.20088 6.13547
C -5.23079 0.96244 7.43851
C -5.36436 2.18001 8.32842
O -4.75906 1.66003 9.51856
C -4.09738 2.63753 10.31416
H -6.85489 -1.91577 1.73163
H -5.91251 -0.51062 1.10936
H -7.47346 -0.31792 1.74208
H -7.45418 0.06199 4.15056
H -6.09879 1.05465 3.62717
H -4.50923 0.02756 5.06986
H -5.83855 -0.88471 5.84298
H -5.48784 1.99653 5.66817
H -4.17450 0.70404 7.51315
H -5.77761 0.17088 7.95088
H -6.39799 2.40908 8.58775
H -4.83262 3.03307 7.90694
H -3.19331 2.97305 9.80605
H -3.88932 2.11907 11.25011
H -4.77996 3.44377 10.58280
C -1.44729 5.54147 1.02148
O -0.91707 4.84210 2.13385
C -1.56163 3.63819 2.61257
C -1.35000 3.18023 4.09220
N -1.97017 4.17168 4.97755
C -1.40414 4.18586 6.34661
C -2.09200 5.34857 7.07907
O -1.72719 5.43371 8.45062
C -2.14468 6.66279 9.11093
H -0.70239 6.19841 0.57242
H -2.28492 6.13672 1.38503
H -1.77660 4.76152 0.33495
H -1.17475 2.82641 1.99658
H -2.63715 3.69937 2.44641
H -0.31057 2.94393 4.31992
H -1.89518 2.26274 4.31374
H -1.67251 5.08552 4.66706
H -0.33449 4.39526 6.33681
H -1.67539 3.25202 6.83903
H -3.17476 5.22337 7.08747
H -1.84328 6.29568 6.60030
H -1.72126 7.55557 8.65077
H -1.66070 6.54835 10.08087
H -3.23402 6.68212 9.07825
C 5.72886 5.12277 -1.86875
C 5.19908 5.08047 -3.30207
C 3.94903 4.19930 -3.43791
O 4.23311 2.92064 -2.98308
C 3.04323 2.15996 -2.93799
N 4.82337 6.39841 -3.67485
H 6.72951 5.54498 -1.77640
H 5.76353 4.07995 -1.55342
H 5.07339 5.58422 -1.13015
H 5.99490 4.78757 -3.98689
H 3.67672 4.23048 -4.49289
H 3.23756 4.67456 -2.76261
H 2.65682 1.97378 -3.94005
H 2.32686 2.55022 -2.21507
H 3.33610 1.18745 -2.54231
H 4.08898 6.80965 -3.11659
H 4.43139 6.50529 -4.59953
C 2.85915 3.96966 0.70518
C 3.21813 4.77386 1.96219
C 3.42177 4.00050 3.25919
O 2.35227 3.22623 3.68867
C 2.41223 2.78161 5.01131
N 4.43822 5.55357 1.59169
H 3.57525 3.20261 0.41033
H 2.71601 4.64559 -0.13786
H 1.92963 3.42643 0.87552
H 2.42403 5.47077 2.23017
H 3.81877 4.62011 4.06328
H 4.24825 3.32092 3.05134
H 2.56485 3.66038 5.63787
H 3.26501 2.10743 5.09089
H 1.55422 2.20577 5.35821
H 4.21292 6.01636 0.72268
H 4.58073 6.38829 2.14218
C -3.91185 1.18740 -0.79346
C -5.26236 1.87297 -1.11352
C -5.02792 3.08690 -2.06663
O -4.09745 4.06158 -1.64725
C -4.65729 4.88642 -0.58703
N -6.12328 0.88439 -1.69987
H -3.22189 0.96115 -1.60640
H -4.05961 0.34757 -0.11453
H -3.23348 1.74781 -0.15015
H -5.69854 2.21708 -0.17574
H -5.93654 3.58964 -2.39795
H -4.52616 2.72521 -2.96414
H -5.00861 4.42005 0.33339
H -5.53615 5.42827 -0.93644
H -3.86208 5.56414 -0.27647
H -5.58573 0.56998 -2.49503
H -6.94469 1.27797 -2.13632